# 1
Entry from the OMol25 dataset: an isolated ion of composition C11H15N2 and charge +1 at a distorted geometry (ωB97M-V/def2-TZVPD).

```
28
Properties=species:S:1:pos:R:3
C -1.375 2.255 0.168
C -3.169 0.485 0.277
C -0.915 -1.208 -0.352
C -0.061 2.214 -0.086
C -1.890 0.908 0.151
C -0.768 0.080 -0.166
C -3.495 -0.925 -0.030
C -2.224 -1.862 0.055
C 2.187 -0.948 0.032
C 1.765 0.451 -0.004
C 2.854 1.363 -0.071
N 0.382 0.879 -0.171
N 3.522 -1.424 0.310
H -1.786 3.143 0.649
H -4.053 1.233 0.131
H -0.250 -1.912 -0.682
H 0.541 3.115 -0.190
H -4.115 -1.259 0.790
H -3.968 -1.001 -0.934
H -2.284 -2.626 -0.702
H -2.004 -2.277 1.126
H 1.365 -1.394 0.748
H 1.919 -1.327 -0.899
H 2.583 2.331 -0.014
H 3.277 1.217 -1.158
H 3.773 1.150 0.649
H 4.069 -1.915 -0.356
H 4.120 -0.747 0.728
```

The calculation puts the HOMO energy (spin up / spin down) at -11.5741 / -11.5747 eV. The electronic energy comes out at -14620.201 eV. As for the total charge: +1.



# 2
Entry from the OMol25 dataset: an isolated ion of composition C11H15N2O and charge +1 at a distorted geometry (ωB97M-V/def2-TZVPD).

```
29
Properties=species:S:1:pos:R:3
C 3.498 -1.087 -0.700
C 2.461 -1.858 -1.258
C 3.313 0.203 -0.325
C 1.282 -1.260 -1.527
C 2.000 0.801 -0.402
C 1.018 0.051 -0.985
C -1.149 0.105 0.279
C -1.674 -0.318 2.479
C -2.272 -1.372 1.534
C -0.354 2.105 -1.307
C -0.343 0.632 -1.044
N -0.920 0.569 1.496
N -1.919 -0.930 0.178
O -1.036 0.007 -2.150
H 4.335 -1.602 -0.585
H 2.727 -2.836 -1.494
H 4.233 0.556 0.068
H 0.585 -1.794 -1.979
H 1.693 1.825 0.051
H -2.396 0.181 2.972
H -1.153 -0.899 3.253
H -1.978 -2.379 1.575
H -3.389 -1.596 1.719
H -1.407 2.350 -1.207
H 0.205 2.558 -0.554
H 0.115 2.259 -2.395
H -0.408 1.450 1.500
H -2.186 -1.522 -0.571
H -1.138 0.527 -2.909
```

The calculation puts the HOMO energy at -12.4563 eV. The electronic energy comes out at -16669.778 eV. As for the total charge: +1.



# 3
Entry from the OMol25 dataset: an isolated molecule of C11H15N3 at a distorted geometry (ωB97M-V/def2-TZVPD).

```
29
Properties=species:S:1:pos:R:3
C -0.686 -0.201 -1.285
C -1.130 -1.487 -0.830
C -2.705 -1.360 -0.415
C -2.833 -0.073 0.606
C -0.951 -1.428 1.669
C -0.158 -1.381 0.377
C 1.345 0.701 -0.067
C 1.912 1.691 -1.070
C 2.960 2.347 -0.922
C 3.823 2.054 0.129
C 2.415 0.270 0.596
H 0.117 -0.002 -2.174
H -1.546 0.557 -1.675
H -0.748 -2.107 -1.605
H -3.222 -2.253 0.018
H -3.342 -0.933 -1.369
H -2.490 0.896 -0.001
H -3.946 0.346 0.749
H -1.536 0.367 1.821
H -0.067 -1.236 2.296
H -1.188 -2.470 1.843
H 0.792 -2.085 0.597
H 1.192 1.970 -1.743
H 3.202 3.079 -1.913
H 4.614 2.759 0.351
H 2.460 -0.583 1.420
N -2.071 -0.449 1.768
N 0.271 -0.076 -0.088
N 3.516 1.086 0.918
```

The calculation puts the HOMO energy at -7.8480 eV. The electronic energy comes out at -16113.478 eV.